[1]
{
  "formula": "C30H70O21S5",
  "method": "ωB97M-V/def2-TZVPD",
  "species": ["C", "C", "C", "O", "C", "H", "H", "H", "H", "H", "H", "H", "H", "C", "C", "C", "O", "C", "H", "H", "H", "H", "H", "H", "H", "H", "C", "C", "C", "O", "C", "H", "H", "H", "H", "H", "H", "H", "H", "O", "S", "O", "O", "C", "C", "C", "H", "H", "H", "H", "H", "H", "H", "H", "O", "S", "O", "O", "C", "C", "C", "H", "H", "H", "H", "H", "H", "H", "H", "O", "S", "O", "O", "C", "C", "C", "H", "H", "H", "H", "H", "H", "H", "H", "O", "S", "O", "O", "C", "C", "C", "H", "H", "H", "H", "H", "H", "H", "H", "O", "S", "O", "O", "C", "C", "C", "H", "H", "H", "H", "H", "H", "H", "H", "C", "O", "C", "O", "O", "C", "H", "H", "H", "H", "H", "H"],
  "xyz": [[-3.488679, -0.303330, -0.540048], [-4.169779, -1.520280, -1.216028], [-4.559849, -2.441260, -0.096548], [-4.703099, -1.494820, 1.068022], [-3.689799, -0.593810, 0.952782], [-3.930359, 0.599010, -0.962898], [-2.410919, -0.354390, -0.694698], [-3.417229, -1.919100, -1.896258], [-5.075109, -1.392280, -1.809408], [-3.788289, -3.156700, 0.187942], [-5.443339, -3.043520, -0.308298], [-2.762089, -1.000320, 1.355522], [-4.023519, 0.215290, 1.602462], [0.998011, 0.368900, 0.509302], [-0.300769, -0.243050, 0.008082], [-1.260289, 0.953220, 0.266652], [-0.692029, 1.715360, 1.293032], [0.499141, 0.993440, 1.823692], [1.307801, 1.209840, -0.111138], [1.854661, -0.275340, 0.707312], [-0.601749, -1.100130, 0.610522], [-0.165419, -0.556650, -1.027018], [-2.269999, 0.612240, 0.495362], [-1.230289, 1.585120, -0.620988], [0.327771, 0.354280, 2.689842], [1.198781, 1.756270, 2.165282], [0.214821, 2.187850, -2.947448], [0.611771, 3.595920, -3.330498], [0.848041, 4.286740, -2.019158], [1.326731, 3.311120, -1.092098], [0.613311, 2.149380, -1.457878], [0.689521, 1.459480, -3.604888], [-0.873629, 2.205270, -3.002838], [-0.112209, 4.112190, -3.960908], [1.427721, 3.376450, -4.019098], [-0.029049, 4.903030, -1.821678], [1.698201, 4.961810, -2.117288], [-0.279229, 2.241820, -0.839058], [1.122311, 1.272110, -1.058628], [-1.802849, -2.168310, -5.683748], [-1.704129, -2.858610, -4.406938], [-1.251929, -4.276450, -4.365278], [-0.761829, -1.935030, -3.443008], [-0.938549, -0.547450, -3.482698], [-0.779079, -0.035770, -2.075438], [-3.284439, -2.755550, -3.435298], [-1.988209, -0.387840, -3.729358], [-0.308709, -0.023520, -4.201648], [-1.527289, -0.235700, -1.308428], [-0.623239, 1.040020, -1.994938], [0.138211, -0.420120, -1.629408], [-4.072359, -3.322680, -3.930918], [-3.578799, -1.725960, -3.231788], [-3.055089, -3.214570, -2.473628], [2.700341, 1.382880, -0.087238], [3.350681, 1.199550, 1.236232], [3.633281, -0.156410, 1.725052], [4.646611, 2.231140, 1.376342], [5.889671, 1.801600, 1.884142], [6.382251, 2.823230, 2.957352], [2.226521, 1.948530, 2.486542], [6.673831, 1.745980, 1.129092], [5.899061, 0.836230, 2.390182], [6.348261, 3.838600, 2.562422], [7.373481, 2.629620, 3.367292], [5.709351, 2.788720, 3.814162], [1.806631, 2.867030, 2.076472], [2.893501, 2.157650, 3.322912], [1.511801, 1.196190, 2.820082], [-1.285009, -2.359840, 1.327932], [-1.671849, -3.217840, 0.192282], [-2.732179, -2.869610, -0.762918], [-0.229349, -3.569050, -0.706738], [0.101931, -2.565980, -1.664878], [1.348251, -3.137490, -2.436078], [-1.997859, -4.879080, 0.824292], [0.348611, -1.770370, -0.961848], [-0.709199, -2.210680, -2.300418], [2.081951, -3.383180, -1.668348], [1.636731, -2.391420, -3.176528], [1.159701, -4.117400, -2.874638], [-1.953679, -5.577880, -0.011058], [-2.971659, -4.763990, 1.300292], [-1.326849, -5.106250, 1.652692], [5.223711, 0.673720, -2.580528], [5.550091, 0.566370, -1.135548], [6.011091, 1.684800, -0.324478], [4.335151, -0.236820, -0.316818], [3.630211, -1.343650, -0.942548], [2.421471, -1.635310, -0.042538], [6.930191, -0.798500, -0.915798], [4.335691, -2.152670, -1.131968], [3.479411, -1.029790, -1.975428], [1.828721, -2.511110, -0.306608], [1.862731, -0.708760, -0.174388], [2.665681, -1.757100, 1.012752], [6.828851, -1.580300, -1.668538], [6.965501, -1.198280, 0.097622], [7.895741, -0.303940, -1.021688], [-1.512459, 3.878800, 3.136642], [-2.789309, 3.816570, 2.432512], [-3.939799, 4.467610, 2.989272], [-2.566969, 4.395070, 0.832482], [-3.620339, 4.450330, -0.065358], [-3.116609, 5.180500, -1.275088], [-3.112929, 1.941070, 2.064462], [-4.508299, 4.894040, 0.384922], [-3.832749, 3.436820, -0.405618], [-3.935359, 5.292450, -1.985868], [-2.195099, 4.791830, -1.708528], [-2.851419, 6.202860, -1.005728], [-2.202499, 1.571460, 1.592652], [-3.990089, 1.891120, 1.419332], [-3.179409, 1.449910, 3.035252], [-0.145199, -1.543650, 2.378532], [-1.114239, -2.109340, 3.279132], [-0.870599, -2.398630, 4.471062], [0.252481, -2.260910, 5.040182], [-1.963249, -2.985050, 4.935942], [-1.965689, -3.699960, 6.206802], [0.114911, -0.571660, 2.797662], [-0.584249, -1.453420, 1.384952], [0.739041, -2.161650, 2.222682], [-1.797919, -4.775640, 6.153272], [-2.917079, -3.538010, 6.713492], [-1.127479, -3.365230, 6.817912]],
  "atomic_forces_ev_per_a": [[-1.739, -1.308, -0.498], [-1.161, 1.478, -0.557], [-3.097, 0.577, 3.326], [-2.162, -2.784, -1.174], [-0.378, 0.712, 0.512], [0.347, 0.382, 0.367], [-2.704, -0.514, 0.163], [-2.221, 1.767, 1.803], [-0.272, 1.124, 0.014], [-3.693, 0.464, 1.204], [-0.768, 0.645, 0.365], [-0.087, 0.265, 0.154], [0.296, -0.391, -0.514], [-5.065, -0.340, 5.970], [1.241, 0.638, 6.328], [0.945, -1.046, -0.267], [1.215, -1.210, 0.614], [-6.220, 2.680, -6.785], [-1.761, -2.080, 4.048], [-2.618, 2.541, 2.639], [0.422, 4.084, -5.417], [-3.173, -1.658, 11.582], [1.501, 0.864, 0.129], [-2.188, -0.674, 0.970], [0.413, 3.097, -0.363], [-10.688, -0.265, -5.633], [-0.106, 2.205, -0.024], [0.436, -0.634, -1.589], [2.300, 1.147, -0.762], [-0.567, 0.672, -1.305], [0.093, 1.591, -0.672], [-0.246, 0.038, 0.326], [0.003, -0.403, -0.477], [-0.268, -0.029, 0.198], [0.853, 1.098, 0.436], [-0.243, -0.414, 1.068], [-0.183, 0.435, 0.070], [1.147, 0.631, -0.783], [-0.802, 1.232, -4.214], [0.050, -0.845, 1.467], [-1.196, -2.103, -1.662], [-0.588, 3.785, 0.397], [-1.933, 0.657, -9.366], [-2.128, 2.276, -0.113], [-0.742, 0.697, -6.630], [1.451, -0.797, -1.977], [-0.090, 0.409, -0.613], [0.018, -0.597, -0.096], [0.601, -0.624, -3.446], [-0.962, -2.264, -0.544], [3.994, 2.273, -11.079], [0.208, 0.123, -0.303], [0.259, -0.347, -1.675], [0.239, -0.590, -1.011], [7.821, 3.127, 2.408], [-0.165, 1.036, 0.786], [-0.202, 2.933, 1.711], [-2.434, -1.118, 0.293], [2.825, 0.618, 3.544], [-1.225, -0.130, -0.037], [13.195, 2.105, 4.677], [-0.489, 0.230, 1.274], [-0.771, -0.246, -0.226], [0.110, -0.012, -0.069], [0.095, -0.274, -0.452], [-0.118, 0.145, 0.098], [0.409, 0.680, 0.348], [1.012, 0.771, 0.066], [4.781, -0.883, 4.606], [-10.429, -11.008, -8.089], [2.808, -3.687, -2.556], [11.281, -2.960, 0.325], [-2.963, -1.308, 2.999], [2.710, -1.539, 3.782], [-1.529, -0.027, 1.035], [0.198, 0.800, 0.060], [1.164, -1.043, -1.029], [0.577, -2.366, 4.598], [0.394, 0.359, -0.638], [0.485, -0.288, 0.086], [-0.532, 0.262, -0.495], [-0.131, 0.005, 0.249], [-0.290, -0.203, -0.330], [0.354, 0.047, -0.378], [0.452, -0.038, 3.151], [1.258, -2.770, -1.620], [-1.313, -2.038, -5.532], [3.847, 0.384, -2.971], [1.059, -0.589, -0.455], [1.927, -2.388, -2.341], [-0.593, 1.353, -0.244], [0.263, -0.394, 0.725], [-1.152, 0.200, 0.054], [0.720, 0.414, 0.144], [0.987, -3.533, -2.496], [0.280, 0.072, -0.370], [-0.235, 0.189, 0.088], [-0.731, 0.076, -0.008], [-0.188, 0.285, -0.430], [-1.672, 0.467, -1.410], [1.157, -2.177, -0.927], [0.129, -0.046, -0.402], [1.654, -0.514, 3.351], [-0.460, -0.752, -0.710], [-0.187, 1.497, -0.011], [-0.323, 3.029, 0.914], [-0.058, 0.114, -0.114], [-0.481, -0.334, 0.170], [0.193, -0.314, -0.323], [-0.360, -0.543, -0.059], [-0.028, 0.150, 0.189], [-1.423, 1.189, 1.419], [-0.049, 0.377, 0.501], [-0.549, 0.301, 0.067], [5.358, 3.105, 6.866], [-0.785, 1.198, -1.850], [4.861, -0.743, 3.747], [-3.407, -0.461, -0.934], [-1.076, -1.287, 1.620], [0.900, 0.654, 0.258], [-0.491, -4.380, 1.110], [3.741, 3.094, 6.236], [0.111, -0.201, 0.524], [-0.184, -0.040, -0.924], [0.105, 0.273, -0.290], [-0.178, 0.427, 0.037]],
  "lowdin_charge": [-0.096, -0.197, -0.134, -0.071, -0.254, 0.143, 0.038, 0.012, 0.132, 0.046, 0.132, 0.121, 0.090, -0.219, -0.160, -0.225, -0.090, -0.137, 0.015, 0.035, 0.049, -0.085, 0.052, 0.102, 0.100, -0.137, -0.152, -0.154, -0.175, -0.058, -0.224, 0.121, 0.129, 0.116, 0.116, 0.108, 0.128, 0.100, 0.081, -0.273, 0.755, -0.277, -0.315, -0.139, -0.110, -0.081, 0.130, 0.132, 0.066, 0.049, 0.084, 0.103, 0.058, 0.056, -0.312, 0.895, -0.278, -0.229, -0.303, -0.050, -0.090, 0.086, 0.124, 0.076, 0.075, 0.065, 0.166, 0.109, 0.079, -0.351, 0.947, -0.441, -0.201, -0.300, 0.004, -0.057, 0.061, -0.053, 0.063, 0.097, 0.084, 0.083, 0.079, 0.083, -0.300, 0.783, -0.334, -0.404, -0.162, -0.070, -0.064, 0.116, 0.112, 0.069, 0.020, 0.107, 0.054, 0.061, 0.053, -0.299, 0.730, -0.298, -0.265, -0.333, -0.065, -0.085, 0.124, 0.104, 0.084, 0.056, 0.085, -0.007, 0.064, 0.093, -0.065, 0.067, -0.613, 0.062, 0.010, -0.018, 0.061, -0.095, 0.154, 0.086, 0.090, 0.086],
  "lumo_ev": 0.1055,
  "homo_ev": -7.364,
  "gap_ev": 7.47
}

---

[2]
{
  "formula": "C3H10N2O2",
  "method": "ωB97M-V/def2-TZVPD",
  "species": ["N", "C", "C", "O", "H", "H", "H", "H", "H", "N", "C", "O", "H", "H", "H", "H", "H"],
  "xyz": [[0.210267, 1.484815, -0.053520], [0.406876, 1.636193, 1.406715], [-0.784632, 0.962939, 2.042415], [-1.864568, 1.479516, 2.052855], [0.968773, 1.930316, -0.553498], [-0.622086, 1.999247, -0.341667], [0.395622, 2.690676, 1.694338], [1.346080, 1.178742, 1.695591], [-0.648402, -0.052756, 2.442404], [0.489907, -1.827511, -2.272421], [-0.088678, -1.979133, -0.930957], [0.603059, -1.208106, 0.003587], [-0.032166, -2.404392, -2.925350], [0.394658, -0.858994, -2.542921], [-1.160780, -1.737992, -0.921806], [0.026028, -3.021332, -0.635612], [0.360040, -0.272227, -0.160153]],
  "atomic_forces_ev_per_a": [[-0.108, 0.498, -0.120], [-0.271, 0.486, -0.526], [0.228, -0.437, 0.174], [-0.436, 0.331, -0.020], [0.222, -0.078, 0.014], [0.033, -0.216, 0.246], [0.083, -0.026, 0.181], [0.073, -0.157, 0.016], [0.110, -0.093, 0.057], [-0.046, -0.211, 0.432], [0.170, -0.306, -0.217], [-0.122, -0.021, -0.016], [0.067, 0.161, -0.062], [-0.074, 0.093, -0.289], [-0.052, 0.087, 0.104], [-0.046, -0.070, -0.022], [0.166, -0.041, 0.048]],
  "lowdin_charge": [-0.006, -0.205, -0.264, 0.065, 0.091, 0.097, 0.116, 0.115, 0.124, 0.006, -0.377, -0.096, 0.062, 0.051, 0.108, 0.109, 0.004],
  "relative_energy_kj_mol": 194.3,
  "smiles": "NCC=O.NCO",
  "lumo_ev": 0.6321,
  "homo_ev": -9.216,
  "gap_ev": 9.85
}

---

[3]
{
  "formula": "C21H31BNO3",
  "method": "ωB97M-V/def2-TZVPD",
  "species": ["C", "C", "C", "C", "C", "C", "C", "C", "C", "C", "C", "H", "H", "H", "H", "H", "H", "H", "H", "H", "H", "H", "H", "H", "H", "H", "C", "C", "C", "C", "C", "B", "O", "C", "C", "N", "C", "C", "C", "O", "O", "H", "H", "H", "H", "H", "H", "H", "H", "H", "H", "H", "H", "H", "H", "H", "H"],
  "xyz": [[-3.080988, 1.420886, -1.937909], [-2.006582, 1.911475, -0.942948], [-0.490908, 1.697652, -1.439305], [0.560959, 2.527810, -0.980042], [0.352199, 3.617684, 0.015540], [1.869107, 2.392436, -1.437148], [2.277936, 1.428167, -2.343213], [3.655367, 1.407433, -2.944600], [1.277454, 0.551709, -2.749410], [-0.066765, 0.696035, -2.355916], [-0.949414, -0.352244, -3.009780], [-2.893725, 1.970449, -2.862083], [-3.039944, 0.335260, -2.123906], [-4.106866, 1.688049, -1.619496], [-2.124993, 2.999070, -0.909630], [1.185423, 4.338323, 0.001462], [-0.560240, 4.164936, -0.231101], [0.277464, 3.226847, 1.039249], [2.637035, 3.083077, -1.110978], [4.032839, 0.392242, -3.116391], [3.707097, 1.907907, -3.924272], [4.364150, 1.934177, -2.299231], [1.544290, -0.259737, -3.432270], [-0.335986, -0.918633, -3.739270], [-1.326997, -1.110094, -2.292961], [-1.759389, 0.073227, -3.626038], [-1.442362, 1.513907, 3.882081], [-1.991889, 1.160047, 2.578804], [-2.558295, -0.013999, 2.125084], [-2.824236, 0.191455, 0.738876], [-2.350248, 1.452187, 0.386663], [0.655677, -1.785539, 0.321052], [1.485220, -0.699281, 0.254931], [2.267703, -0.684746, 1.470624], [1.808985, -1.856671, 2.363308], [0.834932, -2.664435, 1.532922], [-0.460399, -2.905651, 2.224620], [1.177420, -3.883429, 0.659076], [0.225232, -3.748337, -0.524921], [-0.165130, -2.340662, -0.629873], [-1.843198, 2.044224, 1.506007], [-2.132662, 1.159290, 4.668528], [-0.463163, 1.047635, 4.119730], [-1.359850, 2.600036, 3.925093], [-2.713967, -0.964816, 2.672795], [-3.341131, -0.518238, 0.091880], [3.322988, -0.730807, 1.213591], [2.099704, 0.276404, 1.972262], [2.651513, -2.446332, 2.754988], [1.246279, -1.431954, 3.214382], [-0.427998, -3.858137, 2.741605], [-0.682153, -2.078259, 2.917017], [-1.243718, -2.956661, 1.455800], [2.233889, -3.865431, 0.383655], [0.980129, -4.800802, 1.205583], [0.680116, -3.977380, -1.483368], [-0.667911, -4.357777, -0.371154]],
  "atomic_forces_ev_per_a": [[-0.041, 0.159, -0.128], [0.603, 1.355, -1.697], [0.184, -0.558, 0.048], [-0.199, -0.118, 0.100], [-0.086, 0.632, 0.347], [0.490, -0.153, -0.309], [-0.798, -0.148, -0.296], [0.406, 0.004, 0.004], [0.013, 0.346, 0.083], [-0.111, -0.589, -0.114], [-0.114, -0.595, -0.618], [-0.118, -0.355, -0.208], [-0.152, 0.701, 0.182], [0.621, -0.089, 0.118], [0.087, 0.099, -0.198], [-0.305, -0.302, -0.065], [0.021, 0.080, 0.352], [-0.165, 0.156, -0.269], [-0.175, 0.234, 0.233], [-0.149, 0.111, 0.150], [-0.289, -0.071, 0.298], [-0.023, -0.111, -0.038], [-0.198, 0.282, 0.113], [-0.255, 0.246, 0.468], [-0.116, 0.647, -0.404], [0.282, -0.234, 0.518], [0.022, 0.224, 1.088], [-0.113, -1.293, -1.942], [0.264, 0.621, 0.214], [0.054, 0.605, -0.548], [0.203, -3.310, 1.862], [-0.361, 2.333, -2.069], [-0.925, -1.661, 0.954], [0.102, 0.688, -0.109], [0.400, -0.122, 0.512], [0.162, 0.014, 0.134], [-0.727, 0.067, -0.022], [0.603, -0.136, 0.846], [-0.917, 0.375, -0.653], [1.270, -0.218, 1.032], [-0.112, -0.768, 0.980], [0.279, 0.362, -0.247], [-0.344, 0.369, -0.368], [0.148, -0.055, 0.346], [-0.151, 1.107, -0.199], [0.355, 0.347, 0.082], [-0.010, -0.143, -0.164], [-0.005, -0.262, -0.113], [-0.432, 0.046, -0.245], [0.227, -0.557, -0.423], [0.128, -0.019, 0.247], [0.123, -0.420, -0.412], [0.154, 0.075, 0.355], [-0.104, 0.264, 0.028], [0.093, 0.013, 0.204], [0.154, -0.388, 0.122], [0.049, 0.116, -0.161]],
  "lowdin_charge": [-0.059, -0.223, -0.029, -0.218, -0.043, -0.025, -0.272, -0.046, -0.029, -0.189, -0.064, 0.092, 0.058, 0.101, 0.136, 0.087, 0.083, 0.080, 0.114, 0.078, 0.092, 0.075, 0.116, 0.079, 0.074, 0.078, -0.026, -0.303, -0.042, -0.016, -0.243, -0.697, 0.177, -0.073, -0.008, -0.091, 0.052, -0.001, -0.068, 0.125, 0.065, 0.097, 0.080, 0.093, 0.113, 0.117, 0.137, 0.142, 0.151, 0.137, 0.119, 0.105, 0.119, 0.157, 0.145, 0.148, 0.141],
  "relative_energy_kj_mol": 0.0,
  "lumo_ev": -2.6464,
  "total_charge": 1,
  "homo_ev": -10.482,
  "gap_ev": 7.84
}